[1]
The following is a DFT calculation (ωB97M-V/def2-TZVPD) of a single C2H3IN2 molecule at a distorted geometry.

Each line ends with the Löwdin charge.
Atoms and positions in Å:
H: -0.96 -0.05 -2.57  0.124
N: -0.38 -0.40 -1.72  0.099
C: -0.37 0.10 -0.63  -0.796
I: -1.50 1.88 -0.01  0.688
C: 0.50 -0.17 0.55  -0.380
N: 0.29 -0.94 1.51  0.097
H: 1.02 -0.84 2.23  0.066
H: 1.40 0.41 0.66  0.101

## Properties
Orbital gap in eV: 9.8377
LUMO level in eV: 0.11
SMILES string: [H]/N=C(I)/C=N/[H]
Max |F| in hartree/bohr: 0.095
Energy above the lowest of the compared OMol25 structures with the same formula, charge and spin in kcal per mole: 0.0
Electronic energy in eV: -13201.816
Highest occupied orbital energy in eV: -9.73
Net charge: 0

=====

[2]
The following is a DFT calculation (ωB97M-V/def2-TZVPD) of a single C2H3IN2 molecule at a distorted geometry.

Each line ends with the Löwdin charge.
Atoms and positions in Å:
C: 3.99 -0.80 0.03  -0.658
C: 0.08 -0.02 0.06  0.014
N: 2.81 -0.46 0.03  -0.229
N: 1.62 -0.41 -0.32  -0.014
I: 5.71 0.35 -0.08  0.713
H: -0.38 -1.03 0.36  0.098
H: -0.28 0.38 -0.92  0.081
H: 0.18 0.58 0.83  -0.007

## Properties
Orbital gap in eV: 7.8751
LUMO level in eV: -0.28
Max |F| in hartree/bohr: 0.124
Energy above the lowest of the compared OMol25 structures with the same formula, charge and spin in kcal per mole: 79.8
Electronic energy in eV: -13198.356
Highest occupied orbital energy in eV: -8.16
Net charge: 0

=====

[3]
The following is a DFT calculation (ωB97M-V/def2-TZVPD) of a gas-phase ion, C2H3INOS (charge +1) at a distorted geometry.

Each line ends with the Löwdin charge.
Atoms and positions in Å:
C: -0.39 0.07 0.37  -0.112
C: 0.73 -0.25 0.52  -0.328
N: -1.75 0.33 0.12  0.212
O: 1.93 -1.65 -1.14  -0.559
S: 2.37 -0.92 0.28  0.587
I: 3.35 1.38 -0.03  0.543
H: -1.97 -0.38 -0.60  0.199
H: -1.83 1.32 -0.38  0.253
H: -2.45 0.10 0.86  0.205

## Properties
Orbital gap in eV: 8.2194
LUMO level in eV: -5.33
Max |F| in hartree/bohr: 0.117
Energy above the lowest of the compared OMol25 structures with the same formula, charge and spin in kcal per mole: 38.3
Electronic energy in eV: -24583.793
Highest occupied orbital energy in eV: -13.55
Net charge: +1

=====

[4]
The following is a DFT calculation (ωB97M-V/def2-TZVPD) of 2 unconnected molecules or ions with the total composition C2H3IO at a distorted geometry.

Each line ends with the Löwdin charge.
Atoms and positions in Å:
C: 0.81 0.92 -0.44  -0.146
C: -0.42 -0.67 0.63  -0.596
O: 0.18 1.20 -1.39  -0.125
I: -1.78 -0.74 -0.98  0.784
H: 1.78 1.27 -0.09  0.091
H: 0.20 -1.67 0.64  0.006
H: -0.78 -0.30 1.63  -0.013

## Properties
Orbital gap in eV: 9.1971
LUMO level in eV: 0.56
Max |F| in hartree/bohr: 0.068
Energy above the lowest of the compared OMol25 structures with the same formula, charge and spin in kcal per mole: 70.9
Electronic energy in eV: -12267.323
Highest occupied orbital energy in eV: -8.63
Net charge: 0

=====

[5]
The following is a DFT calculation (ωB97M-V/def2-TZVPD) of 2 unconnected molecules or ions with the total composition C2H3IOS at a distorted geometry.

Each line ends with the Löwdin charge.
Atoms and positions in Å:
O: 0.13 0.55 0.00  -0.055
C: 0.03 -0.66 0.68  -0.294
C: 0.64 -1.72 0.34  -0.655
S: 0.98 -3.20 -0.27  0.668
H: 0.87 0.58 -0.64  0.064
H: -0.40 -0.62 1.65  0.117
I: 3.77 -0.04 0.02  0.579
H: 2.47 0.74 0.19  -0.423

## Properties
Orbital gap in eV: 7.6789
LUMO level in eV: -0.84
SMILES string: OC=C=S.I
Max |F| in hartree/bohr: 0.122
Energy above the lowest of the compared OMol25 structures with the same formula, charge and spin in kcal per mole: 58.2
Electronic energy in eV: -23103.277
Highest occupied orbital energy in eV: -8.51
Net charge: 0

=====

[6]
The following is a DFT calculation (ωB97M-V/def2-TZVPD) of a single C2H3IOS2 molecule at a distorted geometry.

Each line ends with the Löwdin charge.
Atoms and positions in Å:
O: 0.25 -0.66 1.33  -0.021
C: 0.17 -0.08 0.31  -0.930
C: 1.37 0.77 -0.36  -0.737
I: 3.27 0.30 0.26  0.848
S: -1.30 0.00 -0.64  0.520
S: -2.77 -0.81 0.58  0.328
H: 1.10 1.89 0.01  0.112
H: 1.21 0.57 -1.40  0.003
H: -3.30 -1.97 -0.09  -0.124

## Properties
Orbital gap in eV: 9.3195
LUMO level in eV: -0.13
SMILES string: O=C(CI)SS
Max |F| in hartree/bohr: 0.083
Energy above the lowest of the compared OMol25 structures with the same formula, charge and spin in kcal per mole: 6.2
Electronic energy in eV: -33940.396
Highest occupied orbital energy in eV: -9.45
Net charge: 0

=====

[7]
The following is a DFT calculation (ωB97M-V/def2-TZVPD) of a molecular structure, C2H3InLiO at a distorted geometry.

Each line ends with the Löwdin spin population.
Atoms and positions in Å:
O: 0.86 0.34 0.12  0.013
C: 1.21 0.24 -1.09  0.002
Li: -0.25 0.57 1.29  0.016
In: 0.00 -1.51 -0.60  0.055
H: 1.89 1.06 -1.41  0.002
C: -1.72 -0.89 0.67  0.823
H: -2.34 -1.79 0.86  0.040
H: -2.40 -0.06 0.95  0.049

## Properties
Orbital gap (spin up / spin down) in eV: 6.8354 / 7.9123
LUMO level (spin up / spin down) in eV: -12.62 / -12.49
Max |F| in hartree/bohr: 0.065
Energy above the lowest of the compared OMol25 structures with the same formula, charge and spin in kcal per mole: 12.2
Electronic energy in eV: -9524.866
Highest occupied orbital energy (spin up / spin down) in eV: -19.46 / -20.40
Net charge: +2
Spin multiplicity: 2

=====

[8]
The following is a DFT calculation (ωB97M-V/def2-TZVPD) of a molecular structure, C2H3LiO2Rb at a distorted geometry.

Each line ends with the Löwdin charge.
Atoms and positions in Å:
H: -2.50 -0.37 0.07  0.232
O: 0.76 0.41 0.41  -0.486
C: 0.20 -0.26 -0.65  -0.470
C: -1.12 -0.91 -0.42  -0.133
O: -1.62 -0.61 0.73  -0.104
Li: -0.30 0.34 1.89  0.762
Rb: 3.73 2.08 0.56  0.958
H: 0.83 -1.08 -1.04  0.118
H: 0.03 0.39 -1.55  0.123

## Properties
Orbital gap in eV: 6.8645
LUMO level in eV: -3.93
Max |F| in hartree/bohr: 0.084
Energy above the lowest of the compared OMol25 structures with the same formula, charge and spin in kcal per mole: 86.1
Electronic energy in eV: -7069.379
Highest occupied orbital energy in eV: -10.79
Net charge: +1

=====

[9]
The following is a DFT calculation (ωB97M-V/def2-TZVPD) of a molecular structure, C2H3LuOP at a distorted geometry.

Each line ends with the Löwdin charge.
Atoms and positions in Å:
P: -1.98 1.02 -2.70  0.176
O: 0.11 -0.61 -0.83  -0.502
C: 0.82 -0.30 0.24  -0.405
H: 1.72 -0.92 0.36  0.114
C: 0.47 0.54 1.23  0.016
H: 1.14 0.66 2.09  0.063
H: -0.51 1.02 1.24  0.054
Lu: -1.77 -1.40 -1.63  1.484

## Properties
Orbital gap (spin up / spin down) in eV: 5.5779 / 5.5721
LUMO level (spin up / spin down) in eV: -6.51 / -6.51
Max |F| in hartree/bohr: 0.100
Energy above the lowest of the compared OMol25 structures with the same formula, charge and spin in kcal per mole: 5.2
Electronic energy in eV: -47067.504
Highest occupied orbital energy (spin up / spin down) in eV: -12.09 / -12.08
Net charge: +1

=====

[10]
The following is a DFT calculation (ωB97M-V/def2-TZVPD) of 2 unconnected molecules or ions with the total composition C2H3N2O at a distorted geometry.

Each line ends with the Löwdin charge.
Atoms and positions in Å:
C: -0.99 -0.48 -0.04  -0.259
C: 1.31 -0.05 -0.02  0.281
N: -1.73 1.78 0.21  0.422
N: -1.64 0.68 0.04  0.134
O: -1.26 -1.61 -0.13  0.242
H: 1.45 0.83 -0.66  0.067
H: 1.35 -1.06 -0.44  0.055
H: 1.52 -0.09 1.04  0.058

## Properties
Orbital gap (spin up / spin down) in eV: 7.9470 / 7.9464
LUMO level (spin up / spin down) in eV: -7.60 / -7.60
Max |F| in hartree/bohr: 0.138
Energy above the lowest of the compared OMol25 structures with the same formula, charge and spin in kcal per mole: 118.5
Electronic energy in eV: -7137.244
Highest occupied orbital energy (spin up / spin down) in eV: -15.55 / -15.55
Net charge: +1

=====

[11]
The following is a DFT calculation (ωB97M-V/def2-TZVPD) of 2 unconnected molecules or ions with the total composition C2H3N2O at a distorted geometry.

Each line ends with the Löwdin charge.
Atoms and positions in Å:
C: 0.98 0.53 0.15  -0.253
C: -1.24 -0.02 0.07  0.256
N: 1.48 -1.73 -0.33  0.423
N: 1.47 -0.64 -0.08  0.113
O: 1.25 1.67 0.32  0.256
H: -1.10 0.24 -0.99  0.054
H: -1.64 0.98 0.36  0.086
H: -1.20 -1.02 0.51  0.066

## Properties
Orbital gap (spin up / spin down) in eV: 7.6527 / 7.6521
LUMO level (spin up / spin down) in eV: -7.84 / -7.84
Max |F| in hartree/bohr: 0.156
Energy above the lowest of the compared OMol25 structures with the same formula, charge and spin in kcal per mole: 132.3
Electronic energy in eV: -7136.643
Highest occupied orbital energy (spin up / spin down) in eV: -15.50 / -15.50
Net charge: +1

=====

[12]
The following is a DFT calculation (ωB97M-V/def2-TZVPD) of a gas-phase ion, C2H3N2O2 (charge -1) at a distorted geometry.

Each line ends with the Löwdin charge.
Atoms and positions in Å:
O: 0.31 2.75 -0.93  -0.274
N: -0.39 1.78 -0.51  -0.121
N: 0.46 0.63 -0.35  -0.068
C: 0.32 -0.62 0.08  -0.232
C: -0.81 -1.34 0.57  -0.425
O: -1.97 -0.92 0.69  -0.135
H: 1.39 0.95 -0.85  0.152
H: 1.30 -0.94 0.30  0.044
H: -0.61 -2.30 1.01  0.059

## Properties
Orbital gap (spin up / spin down) in eV: 6.5413 / 6.6377
LUMO level (spin up / spin down) in eV: 4.43 / 4.43
SMILES string: O=NN/C=C\[O-]
Max |F| in hartree/bohr: 0.138
Energy above the lowest of the compared OMol25 structures with the same formula, charge and spin in kcal per mole: 62.1
Electronic energy in eV: -9195.010
Highest occupied orbital energy (spin up / spin down) in eV: -2.11 / -2.21
Net charge: -1

=====

The highest electronic energy belongs to which entry? C2H3LiO2Rb